Formula: C7H15HgO11S2
Source: the Open Molecules 2025 dataset
Level of theory: the ωB97M-V functional and the def2-TZVPD basis

The value obtained for the energy relative to the best compared isomer or geometry (same formula, charge and spin) is 0.000 eV. The electronic energy comes out at -55871.0676 eV. The calculation puts the HOMO energy at -5.4 eV. The calculation puts the molar mass at 539.91 g/mol. The net charge is -1.

Each line ends with the Löwdin charge.
Element x y z (Å)
Hg -0.29 -0.14 0.02  1.261
O 2.81 0.02 2.93  0.046
C 1.90 0.27 1.93  -0.843
O 0.71 0.45 2.33  -0.091
O 2.18 0.28 0.72  -0.046
H 2.13 0.15 3.63  0.102
O -4.15 0.06 1.87  0.054
C -3.03 -0.27 1.12  -0.790
O -2.13 -1.06 1.47  -0.081
O -2.78 0.45 0.13  -0.076
H -4.46 0.69 1.19  0.094
O -0.60 -0.22 -4.20  0.070
C -0.45 -0.26 -2.85  -0.780
O 0.53 0.19 -2.18  -0.088
O -1.38 -0.87 -2.24  -0.088
H -1.48 -0.63 -4.23  0.104
C -1.45 4.36 -1.26  -0.268
S 0.01 3.67 -0.49  0.878
O -0.31 2.22 -0.24  -0.596
C 0.97 3.55 -2.02  -0.254
H -1.11 5.08 -2.01  0.042
H -2.03 4.83 -0.47  0.040
H -2.07 3.65 -1.81  0.069
H 1.84 2.94 -1.80  0.058
H 1.23 4.52 -2.45  0.046
H 0.31 3.01 -2.70  0.052
C 0.64 -3.21 2.41  -0.267
S 0.47 -3.63 0.68  0.878
O 0.47 -2.36 -0.10  -0.578
C 2.13 -4.47 0.53  -0.243
H -0.21 -2.61 2.75  0.052
H 1.51 -2.58 2.57  0.051
H 0.66 -4.02 3.14  0.056
H 2.88 -3.90 1.08  0.048
H 2.40 -4.73 -0.49  0.044
H 2.17 -5.44 1.03  0.042

Formula: C44H52BN11O5OsS
Source: the Open Molecules 2025 dataset
Level of theory: the ωB97M-V functional and the def2-TZVPD basis

As for the multiplicity: 5. The electronic energy comes out at -87066.0348 eV. The calculation puts the HOMO energy (alpha / beta) at -12.3 / -12.9 eV. The calculation puts the molar mass at 1048.08 g/mol. The net charge is +2.

Each line ends with the Löwdin charge.
Element x y z (Å)
Os -1.02 0.23 0.17  1.409
C 3.54 4.45 -3.99  -0.044
O 2.29 3.94 -3.53  -0.095
C 1.60 3.13 -4.36  -0.231
C 2.07 2.69 -5.59  0.004
C 1.29 1.85 -6.37  -0.050
C 0.04 1.44 -5.94  -0.068
C -0.43 1.87 -4.71  -0.012
C 0.34 2.70 -3.92  -0.157
N -0.15 3.11 -2.63  0.188
C 0.32 2.65 -1.47  -0.365
N 1.42 1.92 -1.46  0.193
C 1.89 0.98 -0.50  -0.175
C 1.06 0.22 0.33  -0.261
C 1.68 -0.79 1.08  -0.145
C 3.04 -1.04 1.00  -0.065
C 3.85 -0.26 0.18  -0.012
C 3.28 0.76 -0.56  -0.226
O 3.96 1.57 -1.42  -0.090
C 5.38 1.47 -1.44  -0.048
N -0.39 2.82 -0.33  0.161
C -0.18 3.74 0.60  -0.157
C -0.89 3.69 1.83  0.010
C -0.60 4.56 2.84  -0.037
C 0.39 5.54 2.67  -0.012
C 1.03 5.69 1.46  0.008
C 0.74 4.84 0.40  -0.182
O 1.26 4.93 -0.82  -0.055
C 2.03 6.08 -1.17  -0.015
H 3.89 5.13 -3.22  0.088
H 3.41 5.01 -4.92  0.110
H 4.27 3.66 -4.13  0.100
H 3.04 2.99 -5.95  0.114
H 1.67 1.51 -7.33  0.119
H -0.57 0.80 -6.57  0.112
H -1.41 1.57 -4.37  0.104
H -0.95 3.72 -2.60  0.175
H 2.02 1.99 -2.28  0.141
H 1.09 -1.41 1.75  0.071
H 3.48 -1.84 1.58  0.108
H 4.91 -0.47 0.12  0.112
H 5.71 0.51 -1.84  0.102
H 5.79 1.61 -0.44  0.104
H 5.72 2.27 -2.08  0.091
H -1.66 2.95 1.93  0.093
H -1.13 4.48 3.78  0.120
H 0.64 6.21 3.49  0.125
H 1.77 6.48 1.33  0.119
H 2.08 6.08 -2.25  0.084
H 3.04 6.02 -0.75  0.113
H 1.55 7.00 -0.83  0.108
B -3.98 0.99 1.93  -0.429
N -2.63 0.77 2.68  -0.069
C -2.53 0.85 4.01  -0.064
C -1.21 0.63 4.38  -0.019
C -0.54 0.44 3.19  -0.127
N -1.40 0.53 2.16  -0.162
N -3.74 1.56 0.51  -0.075
C -4.56 2.41 -0.13  -0.045
C -4.24 2.40 -1.48  -0.028
C -3.19 1.49 -1.58  -0.156
N -2.91 0.98 -0.38  -0.159
H -4.55 -0.07 1.80  0.068
H -4.62 1.79 2.54  0.087
H -3.40 1.03 4.62  0.134
H -0.79 0.62 5.38  0.114
H 0.51 0.28 3.03  0.104
H -5.32 2.95 0.40  0.136
H -4.72 2.95 -2.27  0.105
H -2.66 1.16 -2.46  0.081
C -5.14 -1.76 4.99  -0.090
C -4.51 -3.11 4.66  -0.217
C -3.07 -3.01 4.17  -0.164
N -3.03 -2.50 2.80  0.078
C -2.21 -2.84 1.83  -0.757
S -2.42 -2.26 0.24  0.657
N -1.17 -3.71 2.07  0.102
C -0.21 -3.55 3.08  -0.406
O -0.30 -2.63 3.87  0.088
C 0.90 -4.53 3.04  -0.148
C 2.11 -4.15 3.62  -0.018
C 3.19 -5.01 3.60  -0.057
C 3.07 -6.26 3.00  -0.055
C 1.87 -6.64 2.42  -0.060
C 0.79 -5.78 2.44  -0.030
H -6.19 -1.89 5.25  0.082
H -5.10 -1.06 4.15  0.052
H -4.64 -1.30 5.84  0.080
H -5.11 -3.64 3.92  0.118
H -4.50 -3.72 5.56  0.118
H -2.59 -3.99 4.19  0.127
H -2.49 -2.34 4.81  0.119
H -3.73 -1.81 2.55  0.096
H -0.88 -4.22 1.25  0.112
H 2.18 -3.18 4.09  0.121
H 4.13 -4.72 4.05  0.113
H 3.92 -6.93 2.98  0.115
H 1.78 -7.61 1.95  0.113
H -0.16 -6.12 2.03  0.116
N -0.62 -0.47 -1.71  0.029
C -0.38 -1.51 -2.19  -0.233
N -0.09 -2.61 -2.79  -0.045
C -1.14 -3.55 -3.23  -0.090
C -0.64 -4.27 -4.47  -0.173
O 0.59 -4.91 -4.21  -0.108
C 1.60 -3.99 -3.87  -0.176
C 1.24 -3.22 -2.61  -0.078
H -2.06 -3.00 -3.43  0.140
H -1.32 -4.27 -2.43  0.130
H -0.53 -3.56 -5.30  0.134
H -1.35 -5.05 -4.76  0.140
H 1.75 -3.28 -4.70  0.134
H 2.52 -4.55 -3.71  0.138
H 1.98 -2.44 -2.41  0.135
H 1.20 -3.90 -1.76  0.138

Formula: CHF2O3S
Source: the Open Molecules 2025 dataset
Level of theory: the ωB97M-V functional and the def2-TZVPD basis

The value obtained for the energy relative to the best compared isomer or geometry (same formula, charge and spin) is 0.996 eV. As for the SMILES: O=S(=O)([O-])C(F)F. The electronic energy comes out at -23466.8842 eV. The calculation puts the HOMO energy at -4.8 eV. The calculation puts the molar mass at 131.08 g/mol. The net charge is -1.

Each line ends with the Löwdin charge.
Element x y z (Å)
C 1.00 0.45 0.20  -0.348
O -1.48 0.55 -1.22  -0.420
O -1.82 -0.46 1.03  -0.390
O -0.64 -1.69 -0.75  -0.413
F 1.03 1.28 1.24  0.020
F 1.80 -0.62 0.48  -0.010
S -1.03 -0.39 -0.19  0.460
H 1.15 0.88 -0.78  0.101

Formula: C5H11N3O
Source: the Open Molecules 2025 dataset
Level of theory: the ωB97M-V functional and the def2-TZVPD basis

The value obtained for the energy relative to the best compared isomer or geometry (same formula, charge and spin) is 2.289 eV. As for the SMILES: C/C=C(/N)C(O)=C(N)N. The electronic energy comes out at -11879.4816 eV. The calculation puts the HOMO energy at -6.7 eV. The calculation puts the molar mass at 129.16 g/mol.

Each line ends with the Löwdin charge.
Element x y z (Å)
C 1.02 1.87 0.11  -0.120
C -0.85 -0.57 -0.26  -0.272
C -0.46 -0.54 1.08  -0.360
C 0.11 -0.16 -1.20  -0.352
N 0.72 -1.07 1.66  0.086
N -1.44 -0.37 2.04  0.125
N 0.02 -0.59 -2.53  0.102
C 1.15 0.60 -0.67  -0.144
O -2.19 -0.77 -0.61  0.021
H -2.32 -0.40 -1.49  0.094
H 1.43 -1.26 0.97  0.080
H 0.51 -1.91 2.20  0.089
H -1.12 -0.09 2.96  0.095
H -2.30 0.05 1.72  0.092
H 0.80 -0.32 -3.10  0.082
H -0.22 -1.57 -2.64  0.091
H 2.12 0.50 -1.17  0.090
H 1.75 1.91 0.93  0.066
H 1.22 2.74 -0.52  0.067
H 0.03 1.98 0.53  0.069